This record from OMol25 describes a 7-piece molecular cluster, C57H61O29PS overall at a distorted geometry. The level of theory is ωB97M-V/def2-TZVPD.

Positions of all 149 atoms, in Å:
C -4.73936 -4.14714 2.02655
C -4.36721 -3.20725 3.29588
C -3.11539 -2.22674 2.96948
C -2.70111 -1.33143 4.26402
C -1.88462 -0.00737 3.85224
C -0.46260 -0.34869 3.12432
C -0.70591 -0.15264 1.55245
C 0.66153 -0.10919 0.67832
C 0.24878 0.35330 -0.80350
O 0.89126 1.55513 -1.28221
C 0.53105 2.72060 -0.54101
P 1.95936 3.98140 -0.85540
O 2.24504 3.86828 -2.38584
S -1.02185 3.57884 -1.09092
C -2.57615 2.61064 -0.82554
O -0.88130 4.06724 -2.52306
O -1.11465 4.85024 -0.24235
C 0.61871 -0.82536 -1.85275
C 1.88842 -0.51574 -2.77748
C 3.21044 -0.70020 -1.90776
C 3.99781 -2.05244 -2.06724
C 5.26115 -2.33158 -1.23159
C 5.81153 -1.31052 -0.20835
C 7.09225 -1.58546 0.70840
C 5.09478 0.04703 -0.05524
C 3.80720 0.31434 -0.91757
O -0.57676 -1.20417 -2.62197
C -1.18320 -2.38221 -1.99358
H -5.38721 -3.61320 1.24644
H -5.32754 -5.08493 2.35592
H -3.78577 -4.53558 1.51263
H -5.28897 -2.63166 3.64558
H -4.05219 -3.89833 4.16748
H -2.20656 -2.83399 2.64280
H -3.49659 -1.53452 2.12649
H -3.70502 -1.07528 4.77601
H -2.07182 -2.00451 4.93852
H -2.55190 0.54189 3.08137
H -1.76879 0.71173 4.73167
H 0.38000 0.28636 3.56110
H -0.23433 -1.44338 3.36123
H -1.23601 0.85703 1.40659
H -1.41751 -0.97350 1.20291
H 1.32741 0.69588 1.16547
H 1.23092 -1.09237 0.73905
H -0.90543 0.43036 -0.84079
H 0.48697 2.59593 0.59311
H 1.57879 5.32934 -0.58031
H 3.17482 3.55789 -0.21068
H -3.47291 3.27901 -1.02939
H -2.55152 1.74241 -1.58758
H -2.55938 2.13229 0.21102
H 0.88788 -1.78188 -1.25927
H 1.83151 0.45290 -3.37326
H 1.91163 -1.36092 -3.56795
H 3.65996 -2.85976 -2.80091
H 5.83641 -3.31313 -1.34396
H 7.14924 -0.81607 1.56251
H 8.07181 -1.61398 0.12619
H 6.91329 -2.61205 1.20875
H 5.42936 0.86762 0.67918
H 3.32277 1.32860 -0.76694
H -1.58817 -2.14011 -0.95437
H -2.07579 -2.70659 -2.64282
H -0.47457 -3.27991 -1.96305
O -3.19569 -9.36632 -4.94523
C -3.03438 -8.30286 -4.37142
C -1.83464 -7.48089 -4.56079
C -1.68924 -6.32995 -3.90030
O -0.58157 -5.55405 -4.06789
C -2.72940 -5.84163 -2.95084
O -2.55443 -4.79328 -2.34992
C -3.93961 -6.65145 -2.77979
C -4.08733 -7.80058 -3.44239
O -5.20572 -8.56209 -3.29610
H -1.08470 -7.84850 -5.25245
H -0.71418 -4.78214 -3.48421
H -4.69463 -6.27695 -2.10128
H -5.06962 -9.33681 -3.87597
O 1.38298 3.83851 7.80576
C 2.07046 3.34766 6.92680
C 1.83680 3.61806 5.50432
C 2.60036 3.04820 4.57073
O 2.39788 3.29111 3.24570
C 3.70871 2.12014 4.93282
O 4.37379 1.60386 4.05023
C 3.95796 1.86833 6.35482
C 3.19651 2.44100 7.28990
O 3.41688 2.21938 8.61341
H 1.02781 4.29174 5.25426
H 3.07533 2.76239 2.77948
H 4.77667 1.20686 6.60479
H 2.73669 2.74231 9.08086
O 2.77082 7.13324 -1.22100
C 2.18787 8.01063 -1.83749
C 0.84027 7.82432 -2.38432
C 0.24346 8.80394 -3.06741
O -1.00729 8.64792 -3.57886
C 0.91947 10.11175 -3.30114
O 0.35163 10.97712 -3.94510
C 2.25776 10.30596 -2.73347
C 2.85294 9.32831 -2.04791
O 4.09411 9.49404 -1.51266
H 0.36104 6.86889 -2.20964
H -1.21169 9.49199 -4.02626
H 2.73015 11.26571 -2.89514
H 4.30110 8.64776 -1.07089
O -11.03888 -0.49300 -0.19305
C -9.87300 -0.83399 -0.09997
C -9.01638 -0.41159 1.01312
C -7.73884 -0.79346 1.06999
O -6.93175 -0.41184 2.09826
C -7.13738 -1.65369 0.01202
O -5.96083 -1.96736 0.08854
C -7.99901 -2.09605 -1.08803
C -9.27796 -1.71727 -1.14372
O -10.09095 -2.12130 -2.15666
H -9.46448 0.21432 1.77309
H -6.06127 -0.81428 1.90852
H -7.55445 -2.73462 -1.83975
H -10.95971 -1.71430 -1.97047
O 0.27894 -8.64708 -6.28062
C 0.96175 -9.15690 -7.15402
C 0.73307 -8.90197 -8.57895
C 1.49177 -9.49236 -9.50523
O 1.29324 -9.26363 -10.83102
C 2.58944 -10.42838 -9.12920
O 3.24982 -10.96331 -10.00230
C 2.83351 -10.66465 -7.70278
C 2.07709 -10.07163 -6.77688
O 2.29291 -10.27903 -5.44902
H -0.06780 -8.22267 -8.83833
H 1.96454 -9.80470 -11.29124
H 3.64422 -11.33204 -7.44268
H 1.61791 -9.74306 -4.98913
O 3.63006 5.52780 7.29448
C 3.86456 6.69366 7.02680
C 5.17038 7.14111 6.53377
C 5.39064 8.43073 6.26811
O 6.59594 8.86098 5.80767
C 4.32697 9.45702 6.46418
O 4.56969 10.62773 6.22871
C 3.01362 9.00546 6.93449
C 2.79252 7.71529 7.19682
O 1.57780 7.27981 7.63168
H 5.93382 6.38678 6.39808
H 6.50107 9.82727 5.69537
H 2.24530 9.75735 7.05566
H 1.67279 6.31280 7.75065

## Properties
* orbital gap: 6.6 eV
* charge: 0
* LUMO level: -1.900 eV
* HOMO level: -8.5 eV
* SMILES: CCCCCCCC[C@@H](O[C@@H]([PH2]=O)S(C)(=O)=O)[C@H](Cc1ccc(C)cc1)OC.O=C1C=C(O)C(=O)C=C1O.O=C1C=C(O)C(=O)C=C1O.O=C1C=C(O)C(=O)C=C1O.O=C1C=C(O)C(=O)C=C1O.O=C1C=C(O)C(=O)C=C1O.O=C1C=C(O)C(=O)C=C1O

Löwdin atomic charge list, values in e, 99 entries: atom 1 (C): -0.124, atom 2 (C): -0.249, atom 3 (C): -0.226, atom 4 (C): -0.210, atom 5 (C): -0.203, atom 6 (C): -0.179, atom 7 (C): -0.198, atom 8 (C): -0.111, atom 9 (C): -0.234, atom 10 (O): -0.177, atom 11 (C): -0.463, atom 12 (P): 0.816, atom 13 (O): -0.472, atom 14 (S): 0.709, atom 15 (C): -0.144, atom 16 (O): -0.358, atom 17 (O): -0.414, atom 18 (C): -0.248, atom 19 (C): -0.085, atom 20 (C): -0.149, atom 21 (C): -0.021, atom 22 (C): -0.043, atom 23 (C): -0.231, atom 24 (C): -0.104, atom 25 (C): -0.019, atom 26 (C): -0.011, atom 27 (O): -0.185, atom 28 (C): -0.098, atom 29 (H): 0.041, atom 30 (H): 0.075, atom 31 (H): 0.077, atom 32 (H): 0.099, atom 33 (H): 0.110, atom 34 (H): 0.110, atom 35 (H): 0.105, atom 36 (H): 0.113, atom 37 (H): 0.111, atom 38 (H): 0.100, atom 39 (H): 0.104, atom 40 (H): 0.103, atom 41 (H): 0.110, atom 42 (H): 0.089, atom 43 (H): 0.097, atom 44 (H): 0.111, atom 45 (H): 0.126, atom 46 (H): 0.136, atom 47 (H): 0.116, atom 48 (H): 0.017, atom 49 (H): 0.025, atom 50 (H): 0.093, atom 51 (H): 0.087, atom 52 (H): 0.062, atom 53 (H): 0.136, atom 54 (H): 0.135, atom 55 (H): 0.126, atom 56 (H): 0.093, atom 57 (H): 0.095, atom 58 (H): 0.077, atom 59 (H): 0.078, atom 60 (H): 0.082, atom 61 (H): 0.095, atom 62 (H): 0.052, atom 63 (H): 0.097, atom 64 (H): 0.094, atom 65 (H): 0.091, atom 66 (O): 0.115, atom 67 (C): -0.303, atom 68 (C): 0.081, atom 69 (C): -0.207, atom 70 (O): 0.098, atom 71 (C): -0.293, atom 72 (O): 0.074, atom 73 (C): 0.079, atom 74 (C): -0.221, atom 75 (O): 0.094, atom 76 (H): 0.091, atom 77 (H): 0.088, atom 78 (H): 0.136, atom 79 (H): 0.116, atom 80 (O): 0.097, atom 81 (C): -0.341, atom 82 (C): 0.076, atom 83 (C): -0.222, atom 84 (O): 0.073, atom 85 (C): -0.312, atom 86 (O): 0.104, atom 87 (C): 0.081, atom 88 (C): -0.228, atom 89 (O): 0.102, atom 90 (H): 0.142, atom 91 (H): 0.104, atom 92 (H): 0.138, atom 93 (H): 0.119, atom 94 (O): 0.068, atom 95 (C): -0.295, atom 96 (C): 0.094, atom 97 (C): -0.214, atom 98 (O): 0.103, atom 99 (C): -0.312